Entry from OMol25: 5 unconnected molecules or ions with the total composition C49H104O6 at a distorted geometry (ωB97M-V with the def2-TZVPD basis set).

Computed properties:
Electronic energy = -2380.3249 Ha
LUMO energy = 0.340 eV
SMILES string = CCCC[C@@]1(CCCCCCCCCOC)C[C@H](COCCOCCOCC)OC1=O.CCCCCC.CCCCCC.CCCCCC.CCCCCC
Charge = 0

XYZ file:
```
159
Properties=species:S:1:pos:R:3:forces:R:3
C 7.608913 -1.764221 2.966496 0.5 0.5 1.3
C 7.423221 -0.237125 2.400807 1.0 0.4 0.5
C 7.332092 -0.101574 0.770602 0.1 0.3 0.3
C 6.612807 -1.356548 0.001246 0.0 1.0 -1.5
C 4.974117 -1.356689 0.045252 -0.5 -0.7 -1.9
C 4.578062 -2.681597 0.924726 -0.5 0.0 0.4
C 2.974494 -3.008923 1.011477 0.4 -1.0 0.1
C 2.661874 -4.272607 0.000575 -0.8 -0.7 0.8
C 1.092641 -4.822694 0.104144 0.3 0.8 -0.9
C 0.265720 -4.244226 -1.205952 -0.5 -0.8 -0.2
C -1.188907 -5.003470 -1.408044 -0.2 1.2 0.1
C -2.399435 -3.930723 -1.064659 -0.6 -0.7 -0.4
C -3.664947 -4.798100 -0.415309 0.4 0.6 0.7
C -4.786899 -3.829563 0.323920 0.5 -0.5 -0.1
O -6.117417 -4.477043 0.224099 0.6 1.8 1.6
C -7.054073 -3.898701 1.217348 -0.8 -0.2 0.1
C 4.147372 0.045766 0.234530 -0.6 1.0 0.7
C 2.902225 0.083533 -0.881626 1.5 1.3 -0.6
C 1.441425 0.585749 -0.323141 0.8 -0.1 0.1
O 0.771037 1.583851 -1.213187 -0.3 -0.8 2.5
C -0.182038 2.263383 -0.274502 0.3 -0.3 0.0
C -1.456705 2.962937 -1.032811 -0.3 0.2 0.5
O -2.756631 2.322461 -0.662824 1.5 1.3 1.5
C -3.074325 2.558787 0.755080 -0.6 -0.3 1.2
C -4.680522 2.199127 1.051884 2.1 0.4 -1.3
O -4.760930 0.736430 1.193504 -1.8 1.7 1.6
C -5.707386 0.325371 2.242101 0.4 -1.5 1.8
C -4.832304 -0.639389 3.290042 -0.3 0.6 -0.2
O 2.997437 -1.176494 -1.644472 2.9 -0.6 1.2
C 4.376178 -1.730945 -1.468672 1.7 -2.3 -4.5
O 4.981890 -2.414559 -2.469999 -4.3 4.5 6.8
H 6.597642 -2.136188 3.443369 2.1 0.4 -1.2
H 8.379934 -1.702799 3.875260 -1.7 -0.2 -1.9
H 8.081382 -2.522749 2.204624 -1.2 1.6 1.4
H 8.403836 0.358619 2.728464 -2.2 -1.2 -0.7
H 6.537387 0.312026 2.982990 1.8 -1.4 -1.5
H 8.433718 0.019944 0.342038 -2.3 -0.4 0.9
H 6.786125 0.936573 0.550445 1.1 -2.4 0.2
H 6.973309 -2.420178 0.330448 -0.6 2.3 -0.4
H 6.912463 -1.255650 -1.149561 -0.6 -0.3 2.5
H 5.111301 -3.630333 0.438724 -1.1 2.2 0.9
H 5.024083 -2.574742 2.001135 -0.8 0.0 -2.0
H 2.308403 -2.073641 0.786060 1.3 -1.8 0.4
H 2.749271 -3.380990 2.114997 0.3 0.8 -2.3
H 2.855109 -4.050174 -1.132619 -0.1 -0.2 2.3
H 3.352247 -5.174406 0.355968 -1.3 2.0 -0.9
H 0.549885 -4.430058 1.072640 1.2 -0.9 -1.8
H 1.109551 -5.997510 0.107482 -0.2 2.3 -0.1
H 0.864560 -4.423909 -2.216980 -0.9 0.6 2.4
H 0.044837 -3.090195 -1.059835 0.7 -2.3 -0.4
H -1.317863 -5.306243 -2.533204 0.3 0.3 2.2
H -1.295571 -5.954485 -0.715439 0.3 1.9 -1.4
H -2.725581 -3.384268 -2.072954 0.6 -1.2 2.2
H -2.036053 -3.068726 -0.338570 -0.8 -2.0 -1.2
H -4.164542 -5.527709 -1.207858 1.0 1.7 1.7
H -3.169528 -5.440785 0.459676 -1.2 1.2 -2.0
H -4.484376 -3.766549 1.455214 -0.6 0.0 -2.0
H -4.822834 -2.737612 -0.120218 0.1 -2.1 0.7
H -8.031968 -3.544847 0.671146 1.9 -0.6 0.9
H -6.601199 -2.975497 1.789564 -0.8 -1.9 -1.1
H -7.380644 -4.746540 1.977957 0.8 1.8 -1.4
H 4.692206 1.068324 -0.042988 -0.5 -2.6 0.7
H 3.781647 0.220775 1.349095 0.6 -0.6 -2.3
H 3.273419 0.871437 -1.679566 -1.1 -1.2 1.7
H 1.659873 1.178530 0.687042 -0.3 -1.6 -1.9
H 0.716143 -0.322865 -0.154784 1.4 1.7 -0.2
H 0.458844 3.068418 0.308272 -1.4 -1.5 -1.0
H -0.505852 1.415461 0.497815 0.1 2.1 -1.6
H -1.512135 4.082893 -0.663917 0.2 -2.1 -0.8
H -1.411742 2.932760 -2.205444 0.2 -0.1 2.4
H -2.845493 3.672086 1.117193 -0.5 -2.1 -1.1
H -2.436360 1.858772 1.469791 -1.3 1.3 -1.5
H -4.961540 2.807324 2.012100 0.2 -1.4 -1.8
H -5.252262 2.514758 0.080369 0.8 -0.4 2.0
H -6.148629 1.199612 2.883343 0.9 -1.3 -1.5
H -6.610482 -0.321537 1.871488 1.7 1.4 0.1
H -3.993016 0.048052 3.754975 -1.5 -1.6 -1.0
H -5.498945 -1.049759 4.169618 1.2 0.8 -1.8
H -4.372087 -1.545969 2.698541 -0.8 1.9 1.2
C -1.687947 2.796910 8.882152 0.0 0.1 0.2
C -2.890323 2.097158 8.267288 0.1 -0.2 -0.1
C -2.723199 1.817967 6.770582 -0.1 0.0 0.0
C -2.571288 3.061509 5.887275 0.1 0.1 0.1
C -3.721517 4.068769 5.976744 0.2 0.0 -0.2
C -5.053302 3.495650 5.518492 -0.2 0.1 0.1
H -1.519024 3.779601 8.433662 0.0 -0.1 0.0
H -1.846978 2.945306 9.954856 0.1 0.0 -0.1
H -0.781676 2.197406 8.753556 0.0 0.1 0.0
H -3.793906 2.687450 8.449645 0.0 0.0 -0.1
H -3.039582 1.140706 8.784523 0.0 0.1 -0.1
H -3.579636 1.227268 6.426150 0.1 0.0 0.0
H -1.842118 1.181533 6.625296 -0.1 0.0 0.0
H -2.464644 2.734319 4.845531 0.0 0.0 0.0
H -1.635123 3.574647 6.136944 -0.1 -0.1 0.0
H -3.476575 4.931506 5.343517 0.0 -0.1 0.1
H -3.816439 4.455680 6.996675 0.0 0.0 0.0
H -4.992969 3.148991 4.482330 0.0 0.0 0.1
H -5.830993 4.263800 5.572505 0.0 -0.1 -0.1
H -5.372127 2.659319 6.146352 0.0 0.0 -0.1
C -2.767632 6.752956 -7.455950 0.0 0.0 -0.2
C -2.666497 5.471819 -6.642391 -0.1 0.0 0.2
C -2.333329 5.720309 -5.168194 0.0 -0.1 0.0
C -0.979094 6.389913 -4.908612 0.0 0.1 -0.1
C 0.235022 5.643379 -5.469158 0.0 0.2 0.2
C 0.422579 4.264483 -4.856310 0.1 -0.1 -0.1
H -1.819255 7.296677 -7.473552 -0.1 0.0 0.0
H -3.035621 6.520842 -8.491474 0.0 0.1 0.1
H -3.537755 7.413613 -7.046425 0.1 0.0 0.0
H -1.927513 4.803885 -7.096184 0.0 0.0 0.1
H -3.628714 4.946717 -6.697335 0.2 0.0 0.0
H -2.377504 4.765126 -4.632735 0.0 0.1 0.0
H -3.118348 6.347117 -4.728514 0.0 0.0 0.0
H -0.854757 6.509189 -3.825113 0.0 0.0 -0.1
H -0.988504 7.405263 -5.322165 0.0 -0.1 0.0
H 1.133350 6.240757 -5.265600 -0.1 0.0 -0.1
H 0.165525 5.557828 -6.558572 0.0 0.0 0.1
H 0.544824 4.333287 -3.771060 0.0 0.0 0.0
H 1.318964 3.789818 -5.267360 -0.1 0.0 0.1
H -0.425107 3.607670 -5.069222 0.1 0.0 0.1
C 1.996606 -9.050341 -1.745981 0.2 -0.1 0.0
C 1.117663 -9.571821 -2.872452 -0.1 0.2 -0.1
C -0.361100 -9.213656 -2.696431 0.0 -0.1 -0.1
C -1.031286 -9.800920 -1.449164 0.1 0.0 0.1
C -0.977068 -11.327453 -1.337986 -0.1 0.1 0.1
C -1.704604 -12.034260 -2.470782 0.0 -0.2 0.0
H 1.718620 -9.484854 -0.781987 0.0 0.1 0.0
H 3.043420 -9.307597 -1.935727 -0.1 0.1 0.1
H 1.923820 -7.961313 -1.668594 0.0 -0.1 0.0
H 1.242211 -10.655259 -2.966323 0.0 0.0 0.0
H 1.469523 -9.139874 -3.818088 -0.1 -0.1 0.1
H -0.908343 -9.533568 -3.590425 0.0 0.0 0.1
H -0.459104 -8.122102 -2.659475 0.0 -0.1 0.0
H -2.080346 -9.480006 -1.437216 0.1 0.0 0.0
H -0.575571 -9.367167 -0.551259 0.0 0.0 -0.1
H -1.441078 -11.622314 -0.387702 0.1 0.1 -0.1
H 0.060646 -11.673816 -1.291595 0.0 0.1 0.0
H -2.757836 -11.739027 -2.502172 0.1 0.0 0.0
H -1.662254 -13.118176 -2.325493 -0.1 0.1 -0.1
H -1.253282 -11.814150 -3.441950 -0.1 0.0 0.1
C 3.567392 4.882988 -0.082685 0.0 -0.1 0.2
C 2.438867 5.728376 -0.652920 0.0 0.0 -0.2
C 2.823801 6.451092 -1.947336 -0.1 0.1 0.0
C 3.966991 7.463639 -1.814780 0.1 -0.1 0.1
C 3.733809 8.579434 -0.791926 0.2 0.0 -0.2
C 2.544492 9.463044 -1.133789 -0.1 0.1 0.2
H 4.433285 5.493500 0.187251 0.0 -0.1 0.0
H 3.230817 4.367146 0.822097 0.1 0.0 -0.1
H 3.889041 4.126222 -0.804569 0.0 0.1 0.0
H 2.097711 6.445204 0.100693 0.0 0.0 -0.1
H 1.583488 5.073237 -0.862036 0.1 0.1 0.0
H 1.935135 6.953178 -2.346368 0.1 0.0 0.0
H 3.109047 5.704657 -2.698290 0.0 0.0 0.1
H 4.145120 7.914328 -2.799059 0.0 0.0 0.1
H 4.892890 6.937109 -1.554919 -0.1 0.0 0.0
H 4.634141 9.206400 -0.751858 -0.1 -0.1 0.0
H 3.607768 8.161464 0.212258 0.0 0.0 -0.1
H 2.675260 9.930983 -2.114289 -0.1 -0.1 0.1
H 2.443004 10.259917 -0.390506 -0.1 0.0 -0.1
H 1.608576 8.897963 -1.140859 0.1 0.1 0.0
```
Forces are in eV/Å.



Entry from OMol25: 13 unconnected molecules or ions with the total composition C18H62N10O13 at a distorted geometry (ωB97M-V with the def2-TZVPD basis set).

Computed properties:
Electronic energy = -2248.4060 Ha
LUMO energy = -0.846 eV
Energy above the lowest of the compared OMol25 structures with the same formula, charge and spin = 98.0 kcal per mole
Charge = 0

XYZ file:
```
103
Properties=species:S:1:pos:R:3:forces:R:3
C 2.178138 -6.177144 -10.390263 0.8 -1.2 -1.4
C 2.183858 -5.139406 -9.331853 -4.4 1.4 -4.1
O 1.269400 -5.491686 -8.392294 -0.1 -0.4 1.9
H 2.744008 -7.066912 -10.109829 -0.2 -0.2 0.3
H 2.756610 -5.789206 -11.203506 0.6 0.3 -0.8
H 1.253395 -6.517351 -10.879297 -0.2 0.4 0.8
H 1.773312 -4.190177 -9.852320 0.7 -0.8 0.5
H 3.149838 -4.919062 -9.135817 3.2 0.5 1.8
H 1.457256 -4.953420 -7.625727 -0.4 -0.2 0.9
C 2.931792 -2.208292 -13.849592 1.2 0.1 -0.9
C 1.709954 -1.989666 -12.983035 1.5 2.1 -0.3
O 1.780325 -2.862802 -11.942126 -0.1 -0.7 2.3
H 3.309686 -1.312603 -14.350612 -0.5 0.2 -0.3
H 2.789095 -2.958473 -14.655542 0.2 0.2 0.7
H 3.816599 -2.482397 -13.228578 -0.9 -0.3 -0.7
H 0.811336 -2.192503 -13.509339 -1.0 0.6 -0.8
H 1.761844 -0.968492 -12.515881 -0.6 -0.7 -0.6
H 1.985198 -3.684440 -12.355431 0.2 -1.6 0.0
C -0.761554 -1.139437 -6.474792 -0.2 1.5 -0.8
C 0.243257 -0.427284 -5.627002 2.2 -0.3 -0.2
O 1.456986 -1.190196 -5.870923 2.8 2.6 1.0
H -1.491766 -1.640552 -5.911189 -1.2 -0.6 0.4
H -0.381284 -1.751313 -7.293996 0.4 -0.2 0.5
H -1.217213 -0.316515 -6.975252 -1.2 0.4 -0.6
H 0.142082 -0.520537 -4.522538 -0.7 0.8 -0.8
H 0.445960 0.607785 -6.037096 -0.5 -1.0 1.1
H 2.238820 -0.665382 -5.449315 -2.0 -1.3 -1.0
C -1.546604 -0.695798 -11.350619 0.0 1.6 2.5
C -0.850876 -1.187542 -10.049268 -0.3 -0.5 -1.0
O 0.485385 -0.728945 -10.114752 0.4 0.9 -0.3
H -1.655417 0.421516 -11.329892 0.5 -0.9 -0.1
H -2.553565 -1.029667 -11.404544 -0.9 -0.7 0.0
H -0.989192 -1.038547 -12.176459 0.6 -0.3 -1.0
H -0.821760 -2.258075 -10.031189 0.0 -1.0 -0.4
H -1.321519 -0.982129 -9.099118 -0.4 1.1 0.0
H 0.983532 -0.870587 -9.305892 -0.3 -0.2 0.0
C 6.404955 -1.633574 -7.035765 -0.5 -1.4 0.4
C 6.851311 -3.008059 -7.626069 0.2 4.3 -0.5
O 5.813181 -3.495036 -8.377135 -1.8 -1.9 -0.7
H 6.072802 -0.821203 -7.708500 0.4 -0.9 -0.1
H 7.201675 -1.297246 -6.421947 0.9 0.7 0.4
H 5.606933 -1.862154 -6.313522 -0.1 0.2 -0.2
H 7.079459 -3.692221 -6.871174 0.8 -0.9 1.5
H 7.650770 -2.831126 -8.322398 1.0 0.0 0.1
H 6.065049 -4.419093 -8.479109 -0.6 -0.4 -0.7
C 0.499701 -4.430576 -5.207033 2.7 -8.2 -3.6
O 0.370871 -5.846782 -5.517965 0.6 7.4 2.2
N -0.492240 -3.699940 -4.811211 -5.7 -1.4 1.1
N 1.636626 -3.775906 -5.458672 -0.1 1.1 0.0
H -1.399042 -4.221923 -4.990720 1.6 0.5 0.8
H -0.656778 -2.807134 -5.174449 0.8 1.3 -0.2
H 2.450015 -4.284252 -5.773993 -0.1 0.0 0.0
H 1.580690 -2.706079 -5.561875 0.3 -2.1 0.4
C -0.668541 2.494734 -8.371799 -8.6 -4.8 -1.5
O -1.972109 2.015490 -8.513590 5.7 2.2 0.0
N 0.355793 1.865935 -8.906966 2.5 -1.0 -0.9
N -0.469236 3.494006 -7.595700 2.5 4.9 4.3
H 0.221082 1.109433 -9.614011 0.0 0.6 1.2
H 1.278228 1.948023 -8.375511 -2.6 -0.4 -1.7
H -1.218757 4.050521 -7.103872 0.9 -1.7 -1.2
H 0.521517 3.681876 -7.155310 -3.2 -0.5 -1.4
C 5.579979 -0.248952 -11.040666 5.6 -3.8 1.2
O 6.764948 -0.860059 -10.542228 -6.6 3.5 -3.0
N 4.928744 0.708837 -10.463931 -1.0 4.9 3.8
N 4.904543 -0.560058 -12.125258 3.3 -3.8 -3.3
H 5.482512 1.308102 -9.852355 -0.3 -0.4 0.1
H 4.168236 1.231222 -10.937795 1.1 -0.7 0.2
H 5.578082 -1.112485 -12.710573 -1.8 0.3 0.2
H 4.059336 -0.216040 -12.551785 0.2 0.3 0.4
C 2.354945 2.852180 -6.297034 -1.7 -5.0 6.7
O 2.198994 2.029107 -5.206393 1.3 4.3 -5.0
N 2.534209 2.356408 -7.473680 2.8 -3.6 -2.7
N 1.956535 4.083696 -6.365245 0.1 6.5 0.6
H 2.690732 1.327624 -7.433909 0.3 0.7 -0.7
H 2.809101 2.850719 -8.331261 0.0 -0.2 1.0
H 2.106250 4.674437 -7.251336 -0.1 -1.4 2.1
H 1.810071 4.654931 -5.511078 0.3 -0.9 -0.9
C 5.366445 -4.383628 -11.818089 -4.0 -2.1 -6.5
O 4.844586 -4.820159 -13.092441 3.0 2.3 6.7
N 6.463477 -4.903858 -11.237616 1.9 -3.2 -2.6
N 4.725630 -3.509470 -11.067520 -1.3 1.9 0.6
H 7.002043 -5.548932 -11.935997 -1.4 1.7 1.8
H 7.043584 -4.204299 -10.859347 0.9 0.8 0.7
H 3.914949 -2.954723 -11.496793 1.6 -1.4 1.3
H 5.111102 -3.302805 -10.098096 -0.9 0.0 -1.7
C 4.724112 -5.711158 -5.774641 1.4 -0.6 1.1
O 4.024975 -4.816118 -6.507079 -0.4 2.4 -2.7
H 5.518829 -6.109630 -6.330700 1.8 -0.4 -0.9
H 4.267159 -6.620679 -5.466443 -1.6 -0.3 0.2
H 5.101876 -5.198036 -4.924626 0.7 0.0 1.3
H 4.689655 -4.208829 -6.981359 -1.7 -1.2 0.8
C 5.575892 1.793380 -6.726215 -1.1 0.1 0.6
O 6.853318 1.631508 -6.192556 -1.2 -3.3 -0.7
H 5.507679 1.767033 -7.821442 0.4 -0.2 0.1
H 5.058241 2.702245 -6.429435 0.3 0.5 0.2
H 4.917498 1.006751 -6.297139 0.5 0.2 -0.5
H 7.362156 2.354188 -5.978269 1.1 2.9 0.4
C 2.877120 -1.630815 -8.565953 0.6 -2.7 0.8
O 3.021271 -0.283812 -8.770078 -0.2 2.6 0.5
H 3.770256 -2.064735 -8.007219 -1.2 0.4 -0.4
H 2.853757 -2.110613 -9.537453 -0.2 -0.6 -0.1
H 1.925877 -1.884908 -8.001253 1.3 0.5 -0.6
H 3.748031 -0.066601 -9.385651 -0.3 -0.5 0.4
```
Forces are in eV/Å.



Entry from OMol25: 2 unconnected molecules or ions with the total composition H5NOSi at a distorted geometry (ωB97M-V with the def2-TZVPD basis set).

Computed properties:
Electronic energy = -422.3692 Ha
LUMO energy = -1.324 eV
Energy above the lowest of the compared OMol25 structures with the same formula, charge and spin = 104.8 kcal per mole
Charge = 0

XYZ file:
```
8
Properties=species:S:1:pos:R:3:forces:R:3
N -0.240985 0.213704 0.894068 0.7 -0.1 0.6
O 0.980280 1.308215 -1.057733 -0.1 -1.1 0.6
Si -0.699725 -0.807192 -0.319612 0.3 2.0 0.7
H -0.273782 0.072608 1.887205 -0.5 0.0 0.2
H 0.460390 0.910106 0.548784 -0.1 -0.2 -0.3
H 1.895488 1.109261 -0.751090 -0.8 -0.1 -0.7
H 0.034245 -1.764481 -1.098403 0.3 -0.3 -0.4
H -2.155911 -1.042219 -0.103219 0.3 -0.3 -0.6
```
Forces are in eV/Å.



Number 1: HOMO -0.3520 Eh. Number 2: HOMO -0.2927 Eh. Number 3: HOMO -0.3168 Eh.